(1)
{
  "formula": "C27H29BaClN2O4PS3",
  "method": "ωB97M-V with the def2-TZVPD basis set",
  "de_lowest_kj_mol": 0.0,
  "spin_multiplicity": 2,
  "homo_lumo_gap_ha": [0.13181, 0.19734],
  "homo_energy_ev": [0.624, -1.160],
  "s2": 0.768,
  "charge": -2,
  "species": ["Ba", "C", "C", "O", "P", "S", "S", "O", "C", "C", "H", "H", "H", "H", "H", "H", "H", "H", "H", "H", "C", "C", "C", "C", "C", "C", "C", "S", "O", "O", "N", "C", "C", "C", "C", "C", "C", "C", "C", "N", "C", "H", "H", "H", "H", "H", "H", "H", "H", "H", "H", "H", "H", "H", "Cl", "C", "C", "C", "C", "C", "C", "C", "H", "H", "H", "H", "H", "H"],
  "coordinates": [[0.561, 0.597, 0.949], [3.252, -5.297, 2.317], [4.060, -4.312, 1.491], [3.229, -3.600, 0.581], [2.358, -2.295, 1.018], [0.441, -2.757, 1.030], [3.115, -1.383, 2.588], [2.559, -1.362, -0.291], [3.553, -0.349, -0.483], [3.703, -0.147, -1.978], [3.915, -5.896, 2.947], [2.682, -5.962, 1.668], [2.554, -4.758, 2.956], [4.799, -4.829, 0.871], [4.578, -3.603, 2.142], [4.498, -0.629, -0.011], [3.238, 0.601, -0.014], [4.052, -1.066, -2.452], [4.420, 0.654, -2.160], [2.745, 0.131, -2.412], [-4.160, -4.609, -2.613], [-3.404, -3.313, -2.489], [-3.150, -2.753, -1.242], [-2.425, -1.577, -1.123], [-1.940, -0.946, -2.257], [-2.201, -1.481, -3.509], [-2.926, -2.658, -3.619], [-0.949, 0.544, -2.097], [0.391, 0.070, -1.721], [-1.048, 1.198, -3.387], [-1.416, 1.293, -0.827], [-2.659, 1.854, -0.550], [-3.723, 1.904, -1.458], [-4.947, 2.428, -1.071], [-5.126, 2.894, 0.222], [-4.084, 2.834, 1.168], [-4.250, 3.285, 2.511], [-3.146, 3.191, 3.378], [-1.973, 2.644, 2.934], [-1.759, 2.156, 1.677], [-2.824, 2.294, 0.787], [-4.723, -4.823, -1.705], [-3.477, -5.444, -2.784], [-4.861, -4.580, -3.450], [-3.522, -3.243, -0.350], [-2.245, -1.136, -0.154], [-1.837, -0.961, -4.384], [-3.128, -3.074, -4.601], [-3.566, 1.559, -2.473], [-5.766, 2.472, -1.782], [-6.082, 3.305, 0.534], [-5.198, 3.700, 2.829], [-3.202, 3.542, 4.402], [-1.143, 2.577, 3.626], [4.985, 2.135, 2.989], [3.967, 2.629, 1.648], [4.578, 2.873, 0.449], [3.849, 3.297, -0.669], [2.485, 3.506, -0.501], [1.860, 3.273, 0.710], [2.550, 2.773, 1.874], [1.899, 2.405, 3.032], [5.649, 2.722, 0.378], [4.338, 3.464, -1.620], [1.881, 3.854, -1.331], [0.803, 3.516, 0.812], [0.854, 2.628, 3.177], [2.463, 2.038, 3.876]],
  "forces_ev_per_a": [[-0.4494, 0.0997, 0.0840], [0.0366, 0.0430, -0.0144], [-0.0747, -0.0146, 0.0283], [0.1232, 0.1490, -0.0258], [0.2664, -0.0695, -0.0196], [-0.0325, -0.0033, 0.0119], [-0.0205, -0.0022, -0.0299], [-0.3072, -0.0218, 0.0671], [0.0977, 0.1324, -0.1485], [0.0380, -0.0154, 0.1384], [0.0104, 0.0043, 0.0050], [-0.0087, -0.0068, -0.0097], [-0.0216, -0.0009, 0.0012], [-0.0603, 0.0334, 0.0416], [0.0064, -0.0118, -0.0232], [-0.0680, -0.0552, 0.0606], [0.0909, -0.3126, -0.0481], [0.0246, -0.0215, 0.0002], [0.0336, 0.0189, -0.0210], [-0.0548, 0.0006, -0.0066], [-0.0018, -0.0080, 0.0014], [-0.0014, 0.0160, 0.0405], [0.0328, 0.0336, -0.0337], [-0.0162, -0.0140, -0.0845], [0.0401, 0.0811, 0.0077], [-0.0187, -0.0258, -0.0412], [0.0314, 0.0485, -0.0192], [-0.0765, 0.0286, 0.4179], [0.1101, -0.0851, -0.4757], [-0.0348, -0.0090, 0.0813], [0.3872, -0.0634, -0.0485], [-0.2706, -0.2399, 0.0446], [0.2287, 0.0845, -0.0607], [-0.1053, 0.0884, 0.1596], [-0.0352, -0.0286, -0.1155], [-0.0961, 0.0932, 0.1734], [0.1269, -0.0202, -0.0150], [-0.2680, 0.0958, -0.0078], [0.0975, -0.1588, -0.1802], [-0.1271, -0.0531, -0.0798], [0.1423, -0.0340, 0.0639], [-0.0043, -0.0013, 0.0031], [0.0010, -0.0040, 0.0003], [-0.0034, -0.0021, -0.0081], [-0.0058, -0.0032, 0.0357], [0.0059, 0.0232, 0.1191], [0.0064, 0.0105, -0.0201], [0.0020, -0.0017, -0.0164], [-0.0077, -0.0025, 0.0065], [0.0125, -0.0037, -0.0023], [0.0088, -0.0048, -0.0103], [-0.0145, 0.0088, 0.0005], [-0.0282, 0.0093, 0.0061], [0.1269, -0.0653, 0.0128], [0.0011, -0.0351, 0.0487], [-0.1231, -0.0012, 0.0812], [0.0554, 0.0737, -0.1621], [0.0846, 0.0292, 0.0214], [-0.0600, -0.0213, -0.0436], [-0.0285, 0.1094, -0.0384], [0.1716, 0.1165, -0.0744], [0.1598, -0.1220, 0.1031], [0.0045, -0.0023, -0.0006], [-0.0093, -0.0020, 0.0106], [0.0133, -0.0030, 0.0027], [0.0026, -0.0388, 0.0093], [-0.0849, 0.1952, -0.0445], [-0.0620, -0.0371, 0.0394]]
}

***

(2)
{
  "formula": "C27H29BrF16N3O4S",
  "method": "ωB97M-V with the def2-TZVPD basis set",
  "homo_lumo_gap_ha": 0.31811,
  "homo_energy_ev": -12.050,
  "charge": 1,
  "species": ["C", "C", "C", "C", "C", "C", "Br", "C", "C", "C", "C", "C", "F", "F", "C", "F", "F", "C", "F", "F", "C", "F", "F", "S", "F", "F", "F", "F", "F", "N", "C", "F", "F", "F", "H", "H", "H", "H", "H", "H", "H", "H", "H", "H", "H", "H", "H", "H", "H", "H", "H", "H", "H", "C", "C", "C", "C", "C", "C", "N", "O", "O", "H", "H", "H", "H", "H", "C", "C", "C", "C", "C", "C", "N", "O", "O", "H", "H", "H", "H", "H"],
  "coordinates": [[1.031, -3.536, 0.576], [-0.132, -3.504, -0.523], [-1.612, -3.537, 0.119], [0.053, -2.355, -1.624], [-0.229, -0.885, -1.091], [1.008, 0.153, -0.895], [1.619, 0.313, 1.019], [0.400, 1.660, -1.131], [-1.153, 1.271, -1.058], [-2.288, 2.374, -1.208], [-2.541, 3.276, 0.068], [-3.644, 2.794, 1.080], [-4.125, 3.999, 1.691], [-3.144, 2.060, 2.192], [-4.964, 2.141, 0.441], [-5.965, 2.430, 1.415], [-5.304, 2.907, -0.676], [-4.958, 0.570, 0.259], [-5.495, 0.030, 1.449], [-3.607, 0.079, 0.273], [-5.572, -0.053, -1.064], [-5.205, 0.584, -2.254], [-4.963, -1.339, -1.171], [-7.408, -0.372, -1.117], [-7.349, -1.581, 0.003], [-7.138, -1.545, -2.296], [-7.555, 0.718, -2.391], [-7.789, 0.803, -0.038], [-9.027, -0.682, -1.281], [-1.177, 0.016, -1.875], [-1.060, 0.063, -3.343], [-1.472, 1.242, -3.935], [-1.921, -0.943, -3.838], [0.198, -0.234, -3.842], [1.851, -4.207, 0.148], [1.504, -2.523, 0.758], [0.657, -4.022, 1.545], [-0.043, -4.493, -1.101], [-1.754, -2.792, 0.962], [-2.398, -3.478, -0.700], [-1.732, -4.576, 0.595], [-0.629, -2.627, -2.493], [1.124, -2.415, -2.036], [-0.506, -1.077, 0.008], [1.966, -0.092, -1.449], [0.631, 2.029, -2.194], [0.606, 2.436, -0.334], [-1.264, 0.942, 0.040], [-3.225, 1.862, -1.589], [-1.954, 3.075, -2.055], [-2.765, 4.340, -0.274], [-1.548, 3.350, 0.642], [-2.153, -0.332, -1.728], [7.892, -4.882, -0.660], [6.985, -5.797, -1.187], [5.654, -5.438, -1.358], [5.242, -4.156, -1.002], [6.142, -3.237, -0.467], [7.470, -3.606, -0.296], [3.847, -3.766, -1.204], [3.081, -4.602, -1.658], [3.525, -2.622, -0.912], [8.932, -5.164, -0.532], [7.319, -6.790, -1.466], [4.958, -6.159, -1.770], [5.826, -2.240, -0.184], [8.180, -2.898, 0.116], [3.821, 4.725, 5.158], [4.331, 4.185, 3.982], [3.579, 4.224, 2.814], [2.316, 4.812, 2.836], [1.796, 5.348, 4.011], [2.554, 5.302, 5.175], [1.531, 4.878, 1.603], [2.009, 4.381, 0.593], [0.442, 5.429, 1.649], [4.413, 4.697, 6.067], [5.318, 3.735, 3.975], [3.987, 3.800, 1.904], [0.812, 5.803, 4.036], [2.161, 5.718, 6.095]],
  "forces_ev_per_a": [[-0.0110, -0.6367, -0.4378], [-0.3514, -0.4041, 0.1075], [0.8229, -0.9000, -0.0576], [0.5603, -0.4123, -0.7574], [3.1047, -1.0204, 1.5234], [0.4523, 1.4148, 0.3109], [-0.3351, -0.6802, -0.7424], [-1.3393, -1.1190, -1.2186], [1.2463, 2.4681, 2.6672], [0.4498, 0.0936, -1.9944], [1.2058, -0.4264, 0.1497], [0.3234, 2.0038, 1.5381], [0.8023, -2.1167, -1.2202], [-0.9778, 0.7718, -2.6069], [-1.4680, 2.1870, 2.0744], [1.6523, -0.9584, -2.1751], [0.6887, -1.8572, 1.4115], [1.0418, -1.0986, 2.0331], [0.7944, 0.8719, -3.1142], [-1.9908, 1.3327, -0.3634], [2.2150, -2.2265, -1.5734], [-0.2438, -0.7002, 2.8556], [-1.2149, 2.5281, 0.4905], [-4.4467, -1.5609, -2.7496], [0.3738, 2.3947, -1.1195], [-0.2066, 1.8313, 1.7956], [0.0456, -1.2939, 2.4171], [1.1348, -1.7186, -1.2588], [2.5033, 0.5900, 0.4252], [-2.7257, -0.6876, 1.4229], [0.0163, -1.0629, -4.4479], [0.8554, -2.1360, 2.0136], [1.7048, 2.0985, 1.3116], [-2.4198, 0.8164, 1.7651], [-1.2263, 1.0007, 0.8472], [-0.7717, -1.1950, 0.0182], [0.5214, 0.9011, -1.3502], [-0.1064, 1.5430, 0.6516], [0.0136, -0.6536, -1.1637], [0.8154, 0.2179, 1.0971], [0.1256, 1.5492, -0.6193], [0.6968, 0.5363, 1.0212], [-1.5268, 0.1569, 0.6302], [-0.9212, 0.8473, -1.8432], [-1.4720, 0.2712, 0.4663], [-0.1368, -0.3037, 1.6036], [0.2464, -1.0657, -1.1593], [0.0126, -0.1215, -1.7519], [0.9836, 0.7280, 0.4608], [-0.6495, -0.9688, 1.2000], [-0.0519, -1.5818, 0.5684], [-1.5239, -0.0266, -0.5634], [0.6002, -0.2033, -0.2536], [-0.0352, 0.0098, -0.0038], [-0.0345, 0.2239, 0.0734], [-0.0729, -0.1185, -0.0655], [0.7276, -0.2096, 0.1347], [0.0074, 0.1500, 0.0428], [-0.1342, -0.1775, -0.0955], [-0.0042, -0.0103, -0.1624], [0.2028, 0.4009, 0.0747], [0.0385, -0.2601, -0.2286], [-0.1155, 0.0276, -0.0064], [-0.0850, 0.0984, 0.0216], [-0.0432, 0.2182, 0.0551], [-0.1281, -0.1680, -0.0942], [-0.1118, -0.0460, -0.0389], [-0.0243, 0.0019, -0.0241], [-0.2162, 0.0907, 0.0365], [0.0854, -0.0681, -0.0958], [0.4557, -0.0062, 0.6447], [-0.1339, 0.0790, 0.0399], [0.1262, -0.1109, -0.1810], [-0.1691, 0.1141, -0.1465], [-0.2516, 0.0077, 0.2210], [0.2884, -0.3197, -0.0979], [-0.0668, -0.0003, -0.0971], [-0.1120, 0.0423, -0.0444], [-0.1999, 0.1232, 0.0162], [0.1134, -0.0788, -0.1885], [0.0007, -0.0314, -0.1255]]
}

***

For each record above, in turn, the calculated F_max values are 0.50 5.46 eV Å⁻¹.